Record 1
Below is a molecular structure, C44H74AsF6N8, with properties calculated with ωB97M-V with the def2-TZVPD basis set.

```
133
Properties=species:S:1:pos:R:3
H -1.024 2.196 -3.350
H 2.102 -5.046 -2.854
C -2.102 4.976 -4.524
H 0.507 -6.076 -1.009
H 1.136 -3.472 -1.318
C 3.523 2.204 1.016
H 4.138 2.333 1.906
N 4.648 2.310 -0.021
H 2.973 -2.765 4.247
H -0.467 2.742 0.037
C 4.117 2.436 -3.921
H 3.623 -0.320 -0.717
C -6.710 -0.203 0.957
H -4.494 -6.185 -0.687
N 0.004 3.633 0.104
C -1.312 -6.139 0.754
H -1.026 -5.774 -1.857
H 4.946 1.056 -2.571
H 1.751 5.710 1.941
C 1.237 -4.491 -3.216
N -3.739 -1.422 -3.085
H -0.262 -4.092 2.047
H -2.996 -7.633 0.585
C -7.376 -1.269 1.567
N -2.165 3.986 -3.565
H 0.388 -3.197 0.650
H 0.714 -5.202 -3.856
N -6.448 -2.226 2.039
H -2.793 3.884 -2.781
H -1.623 -3.017 -0.834
C -5.134 -2.346 -4.473
C -2.929 1.214 6.167
H 6.357 3.425 -0.575
C -3.750 -0.259 4.735
H -0.533 -0.384 3.680
H -2.334 -7.285 -0.827
H -4.238 -2.313 1.683
H 1.029 -4.854 1.034
H -2.870 -4.665 -1.847
C 0.340 4.056 1.353
H -2.084 2.486 4.433
C 1.188 5.202 1.172
N -0.855 -4.855 0.117
H 4.375 -0.900 0.845
C -3.718 0.032 6.064
C 0.167 -4.187 1.050
H -3.417 -0.768 -2.386
C 0.189 -1.334 5.357
C -0.565 3.491 -5.028
C 5.285 0.866 0.069
H -3.987 -3.875 -0.996
N -3.261 0.793 3.998
C -2.014 -3.793 -0.176
C 1.338 5.359 -0.205
H 1.831 6.171 -0.719
H 5.895 0.929 0.971
H -3.552 -3.097 -5.813
H -2.671 5.893 -4.487
H -1.565 -5.902 1.788
C 1.239 -2.146 5.600
F -0.270 1.010 1.462
C 7.557 5.663 1.005
H -0.236 -3.448 -2.377
H -4.401 -0.951 4.221
H -4.207 -5.505 0.913
C -3.728 -5.779 -0.027
C 0.530 -4.106 -1.966
C 3.044 0.704 0.990
H 1.605 -2.597 6.511
H 2.043 0.690 0.559
H -0.791 5.277 -6.295
H 7.969 5.260 0.079
C -1.305 3.061 -3.933
F -2.493 -0.604 -0.867
H 5.942 0.817 -0.800
C 5.718 3.406 0.308
H -0.676 -1.059 5.942
H -4.231 -0.507 6.847
F -1.782 -0.970 1.576
C 1.331 -1.551 3.422
H 4.658 2.069 -4.793
H -8.402 -1.410 1.874
H 2.996 1.856 -1.404
C -1.137 4.717 -5.439
H 1.500 -1.305 2.384
C -3.863 -2.547 -4.937
F -2.552 1.398 0.867
H 1.442 -3.562 -3.748
H -2.159 -3.407 0.833
H 2.740 2.955 0.916
H 0.300 4.317 -1.949
C 0.520 4.424 -0.897
H -0.416 -6.760 0.761
H -5.894 -1.164 -2.762
H 7.760 4.999 1.845
C -5.358 -0.620 0.802
H 4.048 3.485 -4.211
C 2.015 -2.286 4.388
H -6.673 -3.080 2.528
H -4.516 -0.113 0.356
H -5.955 -2.764 -5.037
C 4.064 -0.047 0.241
C -2.990 -2.038 -4.000
H 5.358 5.236 -0.692
F -0.872 1.297 -1.034
C 3.885 2.486 -1.411
C 5.178 4.889 0.325
H -1.916 -2.017 -4.113
H -2.680 1.822 7.024
C -5.181 -1.814 1.515
H 5.894 6.993 0.624
H 4.114 4.993 0.533
H 2.802 0.290 1.969
C -2.575 -6.755 0.094
As -1.307 0.187 0.278
H 5.757 5.977 2.062
C 4.785 2.134 -2.595
C -5.075 -1.617 -3.302
H 0.250 2.995 -5.534
H 5.822 2.459 -2.517
H 3.056 2.191 -3.949
C -0.233 -5.317 -1.265
C -2.635 1.666 4.868
H 8.044 6.631 1.121
H 6.393 3.151 1.125
F 0.047 -0.821 -0.222
H -3.297 0.894 2.994
H 0.071 3.473 2.221
C -3.162 -4.561 -0.802
H 3.546 3.521 -1.468
H -7.120 0.726 0.589
N 0.223 -0.913 4.093
C 6.055 5.988 1.013
```

Values from the calculation:
E_LUMO (spin up / spin down) = -0.179 / -0.332 Eh
E_tot = -135876.747 eV
Spin multiplicity = 2
Maximum force = 0.0833 Eh/bohr
Kohn-Sham gap (spin up / spin down) = 6.4 / 2.2 eV
Net charge = +2

Record 2
Below is CH6O2Si2 in the gas phase, with properties calculated with ωB97M-V with the def2-TZVPD basis set.

```
11
Properties=species:S:1:pos:R:3
O 0.703 -0.309 0.241
H 2.922 -1.380 0.549
Si 2.373 -0.266 -0.063
H 2.189 -0.461 -1.543
H 3.000 0.893 0.429
O -0.128 1.722 -0.092
C -0.248 0.527 0.057
H -2.846 -0.008 1.493
Si -2.440 -0.177 -0.019
H -2.821 -1.589 -0.288
H -2.704 1.047 -0.764
```

Values from the calculation:
E_LUMO = 0.024 Eh
E_tot = -20982.893 eV
Maximum force = 0.0779 Eh/bohr
Kohn-Sham gap = 9.8 eV
SMILES = O=C([SiH3])O[SiH3]
Energy above the lowest of the compared OMol25 structures with the same formula, charge and spin = 338.1 kJ/mol

Record 3
Below is a molecular structure, C39H56CeN3O2PSSi, with properties calculated with ωB97M-V with the def2-TZVPD basis set.

```
104
Properties=species:S:1:pos:R:3
H 3.361 -1.359 4.229
C -1.008 -4.047 -1.167
H 5.084 3.473 -2.709
H -4.994 0.397 -1.391
Si -2.528 -1.607 -1.227
H 3.222 2.154 0.275
H -0.419 0.913 2.398
H -0.709 5.523 1.104
C 2.651 2.591 1.087
C -5.193 -2.310 -0.102
C 0.123 -0.689 3.511
H -2.138 -2.695 1.487
H -5.198 -1.641 -2.913
H -0.162 -2.400 6.414
H -0.100 -3.447 -1.056
H -2.964 -0.055 1.235
H -5.208 -3.244 -0.664
H 0.011 4.356 -0.595
C 3.543 0.570 -1.850
C 1.406 2.363 3.119
C -2.287 0.153 -3.474
H -4.590 0.151 0.637
C 4.491 1.581 -1.863
C 6.047 0.540 2.980
H -1.554 -1.287 4.699
C -0.474 -1.298 4.606
C 2.286 -1.318 4.344
H 1.834 -1.417 -2.414
H -1.652 -0.105 2.710
H 0.755 -0.483 -3.498
H 0.350 2.641 -2.386
C -4.091 0.706 -1.916
P 2.191 -0.137 1.767
H -0.560 -2.445 -3.324
H 5.351 1.507 -1.206
N -0.333 3.412 -0.679
H -4.326 -0.811 2.081
H 3.031 4.586 0.419
H -3.450 1.230 -1.202
C 2.311 1.704 -3.559
H 1.488 1.734 -4.268
C 1.271 3.748 3.185
H -4.066 -3.885 -2.781
H 3.682 -0.286 -1.199
C 1.838 4.555 2.214
H -1.344 -4.307 -0.164
C -3.244 -4.316 -2.206
H 7.875 -0.358 2.302
H -2.423 5.572 1.565
H 4.103 1.279 3.448
C 4.021 -0.233 1.914
C -3.914 -0.570 1.094
O -1.224 1.692 0.474
C -3.374 -0.474 -2.586
H -2.100 -2.727 -4.138
C 1.390 -0.433 -2.610
C -3.174 -2.919 1.206
H -5.715 -1.558 -0.696
C 1.511 -0.711 3.365
C 6.162 -1.140 1.273
H -1.724 -0.578 -4.052
H 1.419 2.565 -1.143
H -4.395 1.427 -2.684
H -1.993 5.370 -0.148
C 2.409 0.603 -2.683
C 4.344 2.683 -2.697
C -1.416 -3.123 -3.387
H 0.742 4.192 4.020
O -1.759 3.727 1.108
H -4.861 -0.444 -4.163
C -2.078 -3.342 -2.018
Ce 0.111 -0.381 -0.338
H -1.560 0.720 -2.879
H -3.763 -2.969 2.129
H -2.899 -5.208 -2.744
C -1.100 2.896 0.311
C 2.544 3.970 1.168
C 3.248 2.723 -3.556
H -1.041 -4.081 -3.764
H 6.737 -1.818 0.655
C 1.691 -1.921 5.443
H -5.784 -2.466 0.809
H 1.010 1.761 3.928
H 3.138 3.549 -4.251
H 6.531 1.180 3.708
C -1.705 5.137 0.877
H -3.183 -3.916 0.766
C 4.781 -1.105 1.143
C 4.671 0.592 2.833
H 1.764 5.634 2.290
H 2.306 -2.407 6.188
H -0.703 -4.977 -1.662
C 0.310 -1.921 5.566
N -0.661 -0.069 2.497
N 0.435 2.482 -1.389
H -3.949 -1.947 -4.112
C -4.397 -1.174 -3.488
H -3.649 -4.658 -1.252
C 2.088 1.758 2.059
H -2.744 0.855 -4.182
C 6.799 -0.322 2.194
H 4.287 -1.769 0.446
C -3.774 -1.861 0.267
S 1.776 -2.185 0.795
```

Values from the calculation:
E_LUMO (spin up / spin down) = -0.012 / -0.012 Eh
E_tot = -90846.483 eV
Maximum force = 0.0302 Eh/bohr
Kohn-Sham gap (spin up / spin down) = 6.0 / 6.0 eV

Record 4
Below is a molecular structure, C14H40CrO8S6, with properties calculated with ωB97M-V with the def2-TZVPD basis set.

```
69
Properties=species:S:1:pos:R:3
H -1.628 -4.576 -0.500
H -3.377 -1.986 -3.188
H 2.557 1.375 3.226
O -0.214 1.361 2.424
H 3.581 0.989 -1.324
C -1.953 0.503 -3.723
H -3.381 1.181 2.316
O -1.365 2.014 -0.041
O -1.114 -0.092 -1.110
H 2.777 -4.090 -2.472
H -2.710 -3.804 0.738
H -3.053 -0.267 3.302
C 3.616 1.849 -0.655
C -0.993 -3.101 2.941
H -1.025 -4.057 3.463
H 2.058 3.535 -2.714
O 1.349 -0.976 -1.209
C -1.773 -4.329 0.552
H 3.129 0.369 4.505
S 1.903 2.502 -0.410
H -2.399 1.349 -3.201
S -1.504 -0.769 -2.443
O -2.308 -0.314 1.431
O 1.101 1.255 -0.061
H -2.038 -2.810 3.048
H 3.975 1.465 0.300
S -1.591 3.370 -0.662
H -3.357 -1.962 -1.379
H 3.866 -1.826 1.050
C -1.325 1.224 3.295
S 2.520 -1.669 -1.930
H -1.653 2.124 3.815
H 0.539 2.793 -2.349
C -3.416 3.673 -0.586
C -1.144 4.542 0.703
C 1.615 2.657 -2.245
H 1.864 1.722 -2.746
H 1.988 -0.577 -3.921
H -1.586 5.528 0.559
C 2.299 -1.605 -3.734
H 3.217 -1.868 -4.260
H 1.508 0.687 4.395
H -3.705 4.587 -1.105
H 1.178 -3.729 -2.039
C 2.349 0.440 3.747
H 4.221 -0.158 1.495
O -0.390 -1.959 0.389
H -1.451 4.050 1.626
H 1.446 -2.190 -4.078
Cr -0.362 0.075 0.727
C 3.907 -1.127 1.885
H -3.905 2.961 -1.251
H 4.670 -1.469 2.584
H -0.078 4.741 0.588
H -2.575 0.028 -4.482
O 1.331 -0.732 1.488
H -0.366 -2.406 3.500
H -3.770 3.644 0.444
C -3.236 -1.380 -2.293
S -0.344 -3.283 1.164
C 2.205 -3.487 -1.767
H -3.833 -0.471 -2.358
S 2.224 -1.089 2.689
H 4.297 2.608 -1.039
C -2.625 0.449 2.600
H -1.100 0.515 4.092
H -1.097 0.989 -4.191
H 2.319 -3.726 -0.710
H -1.869 -5.268 1.098
```

Values from the calculation:
E_LUMO (spin up / spin down) = -0.067 / -0.067 Eh
E_tot = -124966.766 eV
Spin multiplicity = 4
Maximum force = 0.0976 Eh/bohr
Kohn-Sham gap (spin up / spin down) = 7.5 / 7.5 eV
Net charge = +1